This record from the OMol25 dataset describes a structure of composition C67H43Cl4N7O2Ti at a distorted geometry. The level of theory is the ωB97M-V functional and the def2-TZVPD basis.

```
124
C67H43Cl4N7O2Ti (the ωB97M-V functional and the def2-TZVPD basis)
Ti 0.33523 0.45070 -0.71252
Cl 7.89567 5.87155 -2.39330
C 6.50152 4.92012 -1.97964
C 5.86922 5.12178 -0.76483
C 4.76670 4.34823 -0.43201
C 4.27373 3.37701 -1.30390
C 4.93831 3.19553 -2.51859
C 6.04076 3.95997 -2.86490
C 3.13723 2.49616 -0.94374
C 3.35006 1.07172 -0.91744
C 4.53997 0.29218 -0.92385
C 4.17413 -1.03557 -0.72338
C 2.77180 -1.04669 -0.64344
C 1.70559 -1.97994 -0.76839
C 1.78010 -3.37954 -0.35765
C 1.14513 -4.36822 -1.10809
C 1.20582 -5.69221 -0.71545
C 1.87553 -6.02184 0.45432
Cl 1.90757 -7.67487 0.97659
C 2.51337 -5.05364 1.21362
C 2.47557 -3.73381 0.79506
C -0.65947 -1.62415 -1.16424
N 0.66056 -1.42117 -1.35542
C -1.29741 -2.52278 -0.19106
C -1.17673 -2.51636 1.14407
C -1.93139 -3.54244 1.91421
C -2.78970 -3.24232 2.97280
C -3.50365 -4.23642 3.62079
C -3.36388 -5.55362 3.21473
Cl -4.24333 -6.80637 4.03904
C -2.53313 -5.88290 2.15779
C -1.83075 -4.87531 1.51300
C -0.47453 -1.43072 1.82637
C -0.42712 -1.34009 3.22582
C -0.23652 -0.01177 3.55387
C -0.09842 0.69210 2.34552
N -0.17993 -0.19735 1.27086
C -0.04472 2.12534 2.26381
C 0.38587 2.80396 1.15737
C 0.73448 4.21261 1.03808
C 1.66136 4.31884 0.06158
C 1.96229 2.96917 -0.40582
N 1.00987 2.10824 0.13379
C -0.27111 2.93770 3.49401
C -1.33741 3.82736 3.59175
C -1.50045 4.63248 4.71204
C -0.58251 4.55171 5.74327
Cl -0.76677 5.57013 7.14031
C 0.49263 3.68045 5.66779
C 0.64284 2.88140 4.54582
C -2.29937 -2.86415 -1.23811
C -1.77545 -1.97703 -2.10927
N 2.30760 0.23664 -0.73935
H 6.24749 5.86807 -0.07885
H 4.30045 4.48305 0.53524
H 4.57592 2.43969 -3.20655
H 6.54077 3.81693 -3.81376
H 5.54076 0.67946 -1.04151
H 4.82888 -1.89302 -0.66709
H 0.61827 -4.09484 -2.01657
H 0.72921 -6.46846 -1.29965
H 3.02477 -5.33119 2.12473
H 2.95854 -2.96133 1.37971
H -2.92559 -2.21468 3.28159
H -4.17599 -3.99292 4.43285
H -2.43094 -6.91545 1.85098
H -1.17580 -5.12529 0.68502
H -0.56346 -2.16768 3.90315
H -0.22409 0.42022 4.54090
H 0.34712 5.00432 1.66146
H 2.15750 5.21463 -0.27743
H -2.03665 3.90279 2.76800
H -2.33400 5.31905 4.78419
H 1.21146 3.63947 6.47525
H 1.49238 2.21357 4.47209
H -3.16138 -3.51864 -1.25691
H -2.06927 -1.64191 -3.09450
C -3.86545 2.07189 2.05401
O -3.02999 2.85379 1.18324
C -2.58654 1.97619 0.23754
N -2.85395 0.75400 0.37127
C -3.52900 0.62068 1.67350
C -4.73967 -0.28263 1.67514
C -5.77889 -0.07619 2.57797
C -6.86405 -0.94208 2.61185
C -6.91666 -2.02824 1.75055
C -5.88026 -2.23898 0.85204
C -4.80324 -1.36692 0.81301
C -1.87566 2.60067 -0.89425
C -2.19741 3.91844 -1.19299
C -1.66634 4.52799 -2.30764
C -0.82298 3.77819 -3.10136
C -0.50776 2.49599 -2.71027
N -0.98356 1.87698 -1.60606
C 0.49954 1.73012 -3.43272
N 0.94929 0.65894 -2.94261
C 2.03299 0.17508 -3.79307
C 2.02006 1.20625 -4.95689
O 1.00357 2.17483 -4.58327
C 1.87656 -1.24639 -4.27371
C 3.01082 -1.97873 -4.60354
C 2.89090 -3.25879 -5.12653
C 1.63524 -3.82521 -5.30036
C 0.49991 -3.09957 -4.96232
C 0.62331 -1.81040 -4.46674
H -4.90570 2.30818 1.82304
H -3.64533 2.33300 3.08587
H -2.77939 0.19445 2.35327
H -5.74454 0.75150 3.27792
H -7.66989 -0.76429 3.31278
H -7.76176 -2.70460 1.78010
H -5.90383 -3.09393 0.18656
H -3.99973 -1.50734 0.10794
H -2.89341 4.43586 -0.55044
H -1.91674 5.55104 -2.55145
H -0.36878 4.17080 -4.00024
H 2.95843 0.24310 -3.21484
H 1.73455 0.75105 -5.90223
H 2.96365 1.73363 -5.07708
H 3.99490 -1.55264 -4.43552
H 3.77954 -3.81574 -5.39582
H 1.54221 -4.82736 -5.69938
H -0.48279 -3.53893 -5.08385
H -0.25529 -1.23126 -4.21846
```

- LUMO (alpha / beta) (eV) = -1.25 / -1.25
- HOMO-LUMO gap (alpha / beta) (eV) = 4.65 / 4.65
- E (hartree) = -5803.03757
- total charge = 0
- HOMO level (alpha / beta) (eV) = -5.90 / -5.90

---

This record from the OMol25 dataset describes a structure of composition C67H50AuBrN3O3S3Sb at a distorted geometry. The level of theory is the ωB97M-V functional and the def2-TZVPD basis.

```
129
C67H50AuBrN3O3S3Sb (the ωB97M-V functional and the def2-TZVPD basis)
Au 1.57700 -0.76551 0.39974
Br 3.05850 -6.11951 7.05184
C 4.05444 -6.23038 5.50218
C 4.69511 -5.07365 5.02050
C 5.35300 -5.13375 3.82560
C 5.38866 -6.35892 3.11452
C 4.83989 -7.53542 3.65841
C 4.14510 -7.46143 4.83550
N 5.95912 -6.48216 1.88554
N 6.13818 -5.53800 1.12941
C 5.53150 -4.52453 0.62176
C 6.38777 -3.41506 0.17802
C 5.86142 -2.26667 -0.19452
C 4.38633 -2.05134 -0.18887
O 3.91829 -1.01299 -0.49256
C 3.50079 -3.21393 0.21832
N 2.18366 -2.99702 0.29750
C 1.37395 -4.01737 0.60202
C 1.85069 -5.32144 0.72857
C 3.20437 -5.54052 0.66286
C 4.05951 -4.45242 0.49422
H 4.65443 -4.15335 5.58896
H 5.85860 -4.25812 3.42805
H 4.92498 -8.46957 3.11070
H 3.66343 -8.33880 5.24699
H 7.46202 -3.54332 0.24686
H 6.48204 -1.42613 -0.48292
H 0.32523 -3.77454 0.75849
H 1.15565 -6.13482 0.88955
H 3.59615 -6.54988 0.73364
C -5.97519 5.89981 -0.07203
C -4.89356 4.84619 -0.17893
C -4.68646 3.92400 0.84246
C -3.67810 2.96559 0.74272
C -2.88102 2.93590 -0.39278
C -3.07106 3.84397 -1.42908
C -4.07287 4.78934 -1.31360
S -1.54736 1.76801 -0.41836
O -0.30687 2.51527 -0.82754
C -1.98209 0.90147 -1.91911
C -1.26681 1.27620 -3.08059
C -1.47654 0.61958 -4.25130
C -2.41541 -0.43554 -4.32975
C -2.64961 -1.11952 -5.55143
C -3.57098 -2.11889 -5.62446
C -4.28405 -2.51198 -4.46679
C -4.06553 -1.88785 -3.27180
C -3.13906 -0.81097 -3.17257
C -2.90464 -0.12091 -1.92954
C -3.65887 -0.61366 -0.70988
C -5.07631 -0.44039 -0.61947
C -5.79315 0.36969 -1.54314
C -7.14575 0.50161 -1.44130
C -7.86143 -0.17881 -0.42161
C -7.19949 -0.94220 0.48798
C -5.78661 -1.08496 0.42437
C -5.07642 -1.85046 1.38263
C -3.71878 -1.94407 1.33282
C -3.02481 -1.31967 0.27336
S -1.23966 -1.46008 0.28222
O -0.92722 -2.25281 1.53413
C -1.08644 -2.56674 -1.10970
C -1.70256 -3.80995 -1.11519
C -1.45822 -4.68211 -2.16728
C -0.60486 -4.32952 -3.21700
C -0.33389 -5.28299 -4.35924
C -0.02120 -3.06181 -3.20687
C -0.25375 -2.18143 -2.15561
H -6.46806 5.86388 0.89912
H -6.73386 5.75396 -0.84622
H -5.55719 6.90021 -0.21338
H -5.30471 3.96031 1.73454
H -3.49928 2.25733 1.55064
H -2.42550 3.82469 -2.30325
H -4.22263 5.51004 -2.11409
H -0.55270 2.08508 -2.99684
H -0.92487 0.90190 -5.14381
H -2.08428 -0.82840 -6.43164
H -3.76593 -2.61379 -6.56990
H -5.01154 -3.31413 -4.53189
H -4.60344 -2.20979 -2.38884
H -5.25106 0.88826 -2.32611
H -7.68429 1.12534 -2.14627
H -8.94048 -0.08858 -0.37328
H -7.74211 -1.45199 1.27987
H -5.63212 -2.35271 2.16986
H -3.14755 -2.46659 2.09193
H -2.36259 -4.09455 -0.29896
H -1.94337 -5.65435 -2.17698
H -0.81654 -6.24881 -4.20210
H 0.73961 -5.44377 -4.48706
H -0.70881 -4.86678 -5.29969
H 0.61892 -2.76069 -4.03364
H 0.19837 -1.18735 -2.15216
S 1.96181 1.01206 1.91449
Sb 2.03986 3.27187 1.33965
C 0.55467 4.71262 1.64866
C -0.19362 4.70325 2.82371
C -1.11268 5.71842 3.04418
C -1.28171 6.72539 2.09703
C -0.54189 6.71438 0.92207
C 0.38378 5.70180 0.68932
C 3.01863 3.74497 -0.45354
C 4.34908 4.15837 -0.37404
C 5.02236 4.51645 -1.53921
C 4.37018 4.46710 -2.76543
C 3.04099 4.06054 -2.83596
C 2.35998 3.69877 -1.68058
C 3.43357 3.73717 2.85354
C 3.13825 4.70106 3.81659
C 4.01544 4.90813 4.87857
C 5.18092 4.16179 4.97370
C 5.47741 3.19884 4.01260
C 4.60398 2.97858 2.95487
H -0.08346 3.89907 3.54640
H -1.69828 5.72362 3.95639
H -1.99252 7.52312 2.27858
H -0.68395 7.49084 0.18055
H 0.95141 5.68976 -0.23475
H 4.85959 4.21102 0.57979
H 6.05844 4.83479 -1.48256
H 4.89593 4.75734 -3.66925
H 2.53215 4.02459 -3.79403
H 1.32645 3.38261 -1.74272
H 2.23161 5.28888 3.74528
H 3.77965 5.64954 5.63513
H 5.86622 4.33281 5.79792
H 6.38507 2.60862 4.09519
H 4.82349 2.21440 2.22030
```

- LUMO (alpha / beta) (eV) = -7.67 / -7.67
- HOMO-LUMO gap (alpha / beta) (eV) = 3.93 / 3.94
- E (hartree) = -7117.06152
- total charge = +2
- HOMO level (alpha / beta) (eV) = -11.60 / -11.60